Arrangement one

Molecular formula: C18H62N4O13
Method: DFT, ωB97M-V/def2-TZVPD

Positions of all 97 atoms, in Å:
C (4.285, 0.096, 1.624)
O (2.966, 3.449, 2.445)
O (-2.618, 0.225, 2.139)
O (3.727, 0.792, 0.610)
H (-0.918, 1.789, -3.370)
O (-3.625, -4.022, -1.262)
C (3.206, -2.653, 0.003)
H (3.178, 0.465, 3.377)
O (0.480, 2.643, 3.067)
H (-2.576, 1.219, -3.629)
H (-0.564, -2.587, -3.091)
N (4.500, 5.135, 1.741)
N (-2.547, -2.202, 2.617)
H (-0.528, -0.455, -4.564)
C (1.775, 2.901, -3.504)
H (2.987, -3.681, 0.149)
C (0.279, -0.112, 0.809)
O (0.431, -2.659, 2.394)
C (-4.866, 0.320, -0.266)
H (5.624, 3.407, 0.519)
H (-1.402, 0.085, -2.846)
N (-4.351, -1.087, 2.873)
H (0.855, 1.686, 1.383)
H (-1.552, -2.259, 2.661)
H (-4.990, -1.875, 2.895)
H (-2.137, -2.626, -1.497)
C (3.333, -0.372, 2.729)
H (-0.026, -0.850, -1.072)
H (-1.291, 3.032, 0.076)
C (-2.082, 2.996, 0.858)
H (3.795, -1.216, 3.269)
H (2.492, 2.925, -1.680)
H (1.418, 2.946, 2.998)
H (1.009, 2.489, -4.193)
C (4.024, 3.967, 1.675)
H (-2.753, 4.611, 0.108)
H (1.739, -2.525, -1.487)
H (-3.312, -2.287, -0.251)
H (-3.043, -3.015, 2.688)
O (-1.066, 0.254, -4.797)
O (3.038, -0.911, -1.483)
H (0.347, -4.432, -3.834)
H (3.916, 5.771, 2.290)
N (4.584, 3.345, 0.670)
C (-0.621, -0.602, -0.272)
H (-4.979, -0.244, 3.005)
H (1.465, -3.573, -4.673)
H (-0.048, 2.421, 5.019)
C (-1.507, 0.886, -3.578)
C (1.510, 2.703, -2.112)
H (1.339, -2.777, 2.618)
H (0.676, 3.333, -1.922)
H (2.695, 2.512, -3.750)
H (-2.949, -4.596, -1.562)
H (-3.682, -1.909, -1.935)
H (-2.805, 2.318, 0.504)
O (-0.044, -2.298, -3.827)
H (-1.717, 2.479, 1.717)
O (-2.623, 4.307, 0.957)
H (0.927, -4.118, 0.862)
H (-4.984, 0.546, 0.756)
O (0.640, 1.249, 0.558)
H (4.321, 2.356, 0.680)
H (5.113, 5.543, 1.002)
H (-0.266, -3.769, -5.346)
C (0.305, 1.740, 4.208)
H (3.407, 0.022, 0.045)
H (4.777, -0.829, 1.243)
H (5.124, 0.619, 2.039)
H (-0.413, 0.990, 4.064)
H (-6.838, -0.395, -0.477)
H (-0.085, -0.183, 1.831)
H (2.715, -0.616, -2.340)
O (1.180, 1.372, -1.998)
H (-5.809, -0.885, -1.816)
C (2.810, -2.282, -1.448)
H (1.075, 1.227, -1.095)
C (-5.814, -0.729, -0.725)
H (-0.805, -3.387, 0.899)
H (1.759, 3.919, -3.863)
H (3.354, -2.864, -2.214)
H (1.133, -0.714, 0.770)
O (-5.164, 1.587, -0.820)
H (-5.599, -1.581, -0.135)
C (-3.205, -2.676, -1.255)
H (2.309, -0.755, 2.454)
H (4.293, -2.490, 0.181)
C (0.092, -3.662, 1.445)
C (0.376, -3.532, -4.456)
H (-5.231, 2.306, -0.123)
H (2.571, -2.263, 0.775)
C (-3.155, -1.066, 2.458)
H (1.242, 1.302, 4.508)
H (-0.261, -4.495, 2.046)
H (-1.206, -1.467, 0.027)
H (-1.385, 0.182, -0.402)
H (-3.749, 0.070, -0.355)

LUMO (eV): -0.02
HOMO energy (eV): -8.871

Arrangement two

Molecular formula: C18H62N4O13
Method: DFT, ωB97M-V/def2-TZVPD

Positions of all 97 atoms, in Å:
O (2.084, 4.152, 2.109)
C (-0.531, 1.852, -4.974)
H (0.230, 3.140, -1.456)
N (-1.329, -3.812, 3.112)
C (-2.864, 1.868, -1.192)
H (-7.064, -1.612, 0.919)
H (1.267, 2.734, -4.401)
O (-2.145, 2.690, -2.135)
H (-2.402, -0.411, -2.354)
H (0.798, 0.231, -1.091)
H (-3.705, 1.402, -1.672)
O (-1.568, -2.085, -1.357)
H (1.055, -1.880, -3.614)
H (-5.769, -0.008, 2.189)
H (2.936, -0.874, 4.250)
C (1.274, 3.120, -1.577)
H (-0.177, 0.202, 3.581)
H (-0.582, -0.682, 1.231)
C (4.730, 0.230, 2.609)
O (1.573, -3.655, -0.778)
H (2.060, -3.157, 1.321)
H (-1.616, 2.112, -2.670)
H (-1.993, 3.066, 1.443)
H (6.476, 0.611, 2.013)
H (-0.053, 1.177, -5.697)
N (-1.119, -3.664, 0.869)
H (0.856, -1.311, 0.377)
H (2.430, 0.972, -3.861)
C (1.163, -1.341, 4.147)
H (0.283, 3.880, 2.373)
H (2.122, -0.417, -4.700)
H (0.468, 3.630, -5.616)
C (0.277, 3.053, -4.708)
C (-1.017, 2.611, 1.635)
O (2.180, -0.545, 4.762)
N (1.967, 0.051, -3.873)
C (1.982, -0.491, -2.679)
H (2.540, 0.195, 2.369)
H (4.937, 1.254, 2.974)
H (-1.419, -3.124, 0.008)
H (-0.550, 2.607, 0.694)
C (-3.460, -2.292, -2.941)
C (3.450, -0.135, 1.919)
H (-3.379, -3.362, -2.971)
H (0.771, 0.380, 1.091)
O (-6.340, -1.133, 0.530)
O (2.592, 0.077, -1.554)
H (-1.445, 2.309, -5.253)
H (-3.661, -2.045, -3.920)
C (-1.866, -3.500, 1.949)
H (4.864, -0.383, 3.511)
H (-1.883, -3.722, 3.944)
H (1.488, 2.207, -2.118)
H (-1.062, -1.350, -1.110)
C (-5.389, -0.781, 1.505)
H (-4.355, -2.062, -2.323)
C (-2.181, -1.497, -2.489)
H (1.269, -2.323, 4.631)
H (-1.499, -1.626, -3.330)
H (-0.823, -1.347, 3.966)
C (0.215, -0.406, 0.569)
H (-3.884, -1.075, 0.027)
H (1.365, -4.627, -0.839)
N (1.498, -1.649, -2.764)
H (-4.211, 0.684, 0.704)
O (-0.049, 0.253, -0.628)
O (-0.415, 3.315, 2.727)
H (3.754, 3.003, 1.622)
H (3.552, -1.194, 1.662)
H (2.826, 2.519, 2.944)
H (-0.168, -4.063, 0.858)
C (2.441, -3.467, 0.328)
H (2.713, -4.530, 0.405)
H (-5.347, -1.733, 2.115)
H (1.085, 4.924, -2.139)
H (0.146, 0.682, -3.627)
O (-3.148, -3.066, 1.876)
C (-4.097, -0.381, 0.884)
H (2.220, 2.202, 1.301)
H (1.736, -2.324, -2.018)
C (-0.156, -0.610, 4.262)
H (-3.298, 2.639, -0.514)
H (-0.378, -0.234, 5.242)
O (1.743, 4.239, -2.244)
O (-0.633, 1.241, -3.746)
H (-1.187, 1.613, 2.030)
C (2.733, 2.912, 1.951)
H (3.522, 0.408, 0.978)
H (-3.412, -0.461, 1.656)
O (5.814, -0.061, 1.816)
H (-0.346, -3.967, 3.343)
H (-2.293, 1.195, -0.619)
H (1.721, 2.868, -0.573)
H (2.558, 4.742, 1.451)
H (3.319, -2.954, 0.103)
H (1.324, -1.550, 3.151)
H (-0.094, 3.727, -3.926)

LUMO (eV): -0.22
HOMO energy (eV): -8.986

Looking at the structures above, arrangement two is most stable, and the difference to the next one is 0.0402 hartree.